Entry from OMol25: the molecule C8H11NOS in a non-equilibrium geometry (wB97M-V/def2-TZVPD).

XYZ file:
```
22
Properties=species:S:1:pos:R:3:forces:R:3
C -2.2831 -0.5884 1.4919 2.25 0.05 0.44
C -0.9920 -0.5003 1.8166 -0.31 0.68 0.32
C -2.9217 -0.1839 0.3083 0.52 -1.86 -4.03
C -0.0071 0.1106 0.9749 0.90 1.31 3.10
C 2.2191 0.8982 -0.3676 -2.49 2.75 0.51
C 0.9970 0.5424 -1.2144 1.06 -3.14 1.45
C 1.7433 1.6781 0.9019 3.12 1.87 0.37
C 0.0244 -0.1574 -0.2870 1.54 0.43 -1.71
N -2.3168 -2.4740 -0.7778 0.80 -0.82 1.16
O 0.8658 0.9427 1.7290 -0.84 -0.13 -1.57
S -2.7704 -1.0687 -1.1191 -2.27 1.99 1.59
H -2.7434 -1.2450 2.1054 -2.27 -1.67 2.19
H -0.6654 -0.7784 2.7999 0.01 -0.50 0.33
H -3.1766 0.7934 0.0669 -0.48 1.79 -0.17
H 2.7363 0.0735 -0.0480 1.34 -2.17 0.53
H 2.8284 1.5637 -0.9371 0.81 0.40 -0.26
H 0.5141 1.4320 -1.4893 -0.37 1.07 -1.56
H 1.3538 -0.2364 -1.9404 -0.74 1.37 -0.22
H 2.7192 1.9447 1.5530 -2.15 -0.84 -1.19
H 1.4042 2.7464 0.6086 -0.29 -1.78 0.43
H -0.5561 -1.0090 -0.5218 -0.18 -0.40 -0.77
H -2.4610 -3.1186 -1.5192 0.03 -0.39 -0.94
```
Positions in Å, forces in eV/Å.

Energy above the lowest of the compared OMol25 structures with the same formula, charge and spin ... 109.08 kcal/mol
Maximum force ... 0.0869 Eh/bohr
Energy ... -22842.354 eV
Lowest unoccupied orbital energy (spin up / spin down) ... 0.000 / 0.000 Eh
Frontier orbital gap (spin up / spin down) ... 0.2996 / 0.2996 hartree

---

Entry from OMol25: a structure of composition C8H11O13P2PtS2 in a non-equilibrium geometry (wB97M-V/def2-TZVPD).

XYZ file:
```
37
Properties=species:S:1:pos:R:3:forces:R:3
Pt -0.5847 -0.4135 0.1970 0.75 -0.32 -0.75
C 0.8274 -3.4344 -3.4409 0.05 -0.06 -0.12
C -0.0362 -2.2590 -3.0068 -0.38 0.14 -0.05
O -1.2217 -2.2060 -3.8504 0.40 -0.21 0.32
P 0.8374 -0.6654 -3.3819 -1.51 0.86 -0.52
O 1.0237 -0.8513 -4.9769 0.04 -0.05 0.08
O 2.2844 -0.8309 -2.8719 1.56 1.25 1.02
O 0.0479 0.5433 -3.0614 0.41 -0.74 0.12
P -0.5954 -2.5105 -1.2747 -0.34 0.45 0.46
O -0.9895 -4.0609 -1.3237 0.15 0.10 0.21
O -1.8560 -1.6630 -0.9469 0.61 -0.39 0.05
O 0.4774 -2.2023 -0.2127 -0.81 0.16 -0.65
H 1.1571 -3.2800 -4.4686 0.00 -0.02 0.06
H 0.2578 -4.3599 -3.3807 0.03 0.02 0.01
H 1.7087 -3.5008 -2.7976 -0.09 -0.02 -0.06
H -1.8656 -1.6243 -3.4203 0.08 0.09 0.06
H 0.1632 -0.7832 -5.4169 0.15 0.01 0.15
H 2.7003 -0.0166 -2.4079 -0.92 -1.03 -0.27
H -1.2686 -4.3891 -0.4561 0.01 0.11 -0.13
O -2.0822 3.0450 2.0011 -0.40 0.02 -0.13
S -1.1885 2.1521 1.3240 0.76 0.38 0.77
O -0.1381 1.5509 2.1166 -0.54 0.32 -0.15
O -1.9499 1.0835 0.5643 0.50 -0.71 -0.09
C -0.4631 3.0714 -0.0180 0.30 -0.11 -0.01
C -1.3221 3.9960 -0.5993 -0.13 0.09 0.11
C -0.9172 4.7456 -1.6826 0.18 0.09 -0.20
C 0.3648 4.5728 -2.1946 -0.19 0.10 0.03
C 1.2159 3.6436 -1.6304 0.12 -0.18 0.06
C 0.8177 2.8684 -0.5409 -0.36 -0.18 0.01
S 2.0674 1.7071 0.0697 1.20 0.06 -1.37
O 2.9755 1.5458 -1.0969 -0.76 -0.22 0.53
O 2.6920 2.3630 1.1821 -0.14 -0.11 0.24
O 1.4636 0.3825 0.3610 -0.81 0.14 0.19
H -2.3128 4.1233 -0.1749 0.14 -0.03 -0.04
H -1.5985 5.4624 -2.1252 0.03 -0.01 -0.01
H 0.7016 5.1548 -3.0452 -0.04 -0.02 0.04
H 2.2037 3.4841 -2.0410 -0.05 -0.03 0.05
```
Positions in Å, forces in eV/Å.

Energy above the lowest of the compared OMol25 structures with the same formula, charge and spin ... 0.00 kcal/mol
Maximum force ... 0.0437 Eh/bohr
Energy ... -78593.830 eV
Lowest unoccupied orbital energy ... 0.083 Eh
Total charge ... -1
Frontier orbital gap ... 0.3162 hartree

---

Entry from OMol25: a structure of composition C8H11O3 in a non-equilibrium geometry (wB97M-V/def2-TZVPD).

XYZ file:
```
22
Properties=species:S:1:pos:R:3:forces:R:3
C 0.5712 -2.2512 1.5209 -0.04 -0.10 -0.02
C 0.7248 -0.9649 1.2246 0.14 -0.02 0.34
C 1.7239 0.8516 -0.2790 -0.55 -1.05 0.09
C -0.9899 1.7966 1.1237 0.46 0.59 -0.12
C -0.9317 0.7939 0.0811 2.85 -1.72 -1.26
C -1.5241 0.9771 -1.2875 -0.09 -0.03 0.35
C 0.5499 -1.2605 -1.2800 -0.05 0.21 0.03
C 0.6758 -0.3457 -0.0979 -2.33 2.80 0.50
O 2.0084 1.4657 0.7542 0.22 0.42 0.75
O 2.1071 1.0343 -1.4389 0.17 0.18 -0.83
O -1.7525 0.6028 1.1865 -0.88 -0.86 0.26
H 0.6408 -2.6101 2.5361 0.01 0.04 0.19
H 0.3669 -3.0019 0.7739 -0.01 -0.10 -0.23
H 0.9295 -0.2609 2.0231 0.03 0.01 0.02
H -0.1745 1.8918 1.8240 0.15 -0.07 0.06
H -1.5784 2.6955 0.9501 0.00 0.04 -0.01
H -2.3624 1.6781 -1.2702 -0.04 0.04 0.06
H -1.8779 0.0262 -1.6823 -0.03 -0.07 -0.05
H -0.7479 1.3600 -1.9471 0.07 0.02 -0.06
H 0.6769 -0.6949 -2.2008 0.01 -0.01 0.03
H 1.3601 -1.9861 -1.2168 0.08 -0.15 -0.13
H -0.3960 -1.7975 -1.2978 -0.15 -0.16 0.03
```
Positions in Å, forces in eV/Å.

Energy above the lowest of the compared OMol25 structures with the same formula, charge and spin ... 30.80 kcal/mol
Maximum force ... 0.0715 Eh/bohr
Energy ... -14615.967 eV
Lowest unoccupied orbital energy ... 0.135 Eh
Total charge ... -1
Frontier orbital gap ... 0.2883 hartree

---

Entry from OMol25: the ion C8H11O4S with charge -1 in a non-equilibrium geometry (wB97M-V/def2-TZVPD).

XYZ file:
```
24
Properties=species:S:1:pos:R:3:forces:R:3
C -0.4250 -2.6281 -0.3181 0.74 1.12 1.20
C 0.4844 0.0411 1.2336 -0.76 2.84 1.75
C -0.8641 -1.3570 -0.4682 -0.91 1.14 1.21
C -1.0974 -0.5120 -1.6877 -0.23 -1.04 0.42
C -0.8519 1.0021 -1.5487 -0.51 2.30 -1.33
C -0.3363 1.7499 -0.2908 0.41 1.60 -0.32
C 0.8075 0.9976 0.3610 -0.97 0.29 -0.48
C 2.1874 1.1457 -0.1203 0.71 -0.86 -0.15
O -0.5907 0.3032 2.0991 0.79 -0.62 -1.41
O 1.1915 -1.0440 1.5003 -0.66 -1.74 0.61
O 0.8410 -3.5398 2.0434 -0.20 1.00 -0.96
O -0.9753 -2.0743 2.5426 -0.32 -0.09 -0.51
S 0.0190 -2.4540 1.5316 1.57 -2.92 0.06
H -1.1925 -0.7378 0.4076 0.00 -0.77 -1.01
H -0.9142 -0.6251 2.2666 -0.57 0.90 0.96
H -0.4907 -0.9346 -2.4759 0.32 0.13 -0.40
H -2.1085 -0.7581 -1.9767 -0.67 0.42 -0.28
H -0.2168 1.2199 -2.4022 0.66 0.21 0.03
H -1.6897 1.7364 -1.7954 0.03 -1.65 -0.05
H -0.1623 2.9285 -0.6194 0.04 -2.92 0.73
H -1.1973 1.8256 0.3545 -0.02 -0.05 0.59
H 2.7336 1.6261 0.7035 0.57 -0.82 0.01
H 2.2447 1.9305 -0.8416 -0.05 0.19 -1.21
H 2.6035 0.1582 -0.4989 0.02 1.36 0.55
```
Positions in Å, forces in eV/Å.

Energy above the lowest of the compared OMol25 structures with the same formula, charge and spin ... 73.58 kcal/mol
Maximum force ... 0.0666 Eh/bohr
Energy ... -27495.625 eV
SMILES ... C/C1=C(/O)O[S@@](=O)([O-])=C=CCCC1
Lowest unoccupied orbital energy ... 0.130 Eh
Total charge ... -1
Frontier orbital gap ... 0.2746 hartree

---

Entry from OMol25: the molecule C8H11PSe in a non-equilibrium geometry (wB97M-V/def2-TZVPD).

XYZ file:
```
21
Properties=species:S:1:pos:R:3:forces:R:3
C 0.9314 -2.5429 0.5439 5.09 -0.86 0.14
C 1.8486 -1.7731 -0.2326 -3.36 0.77 -0.03
C -0.3761 -2.4036 0.3982 -1.76 0.69 -0.39
C 1.3470 -0.7587 -1.0523 -0.75 0.27 -0.27
C -0.9100 -1.4626 -0.4506 1.14 1.73 -1.21
C -0.0578 -0.5721 -1.1143 0.30 -0.85 -0.91
C -0.2783 2.3288 0.2203 -0.37 0.60 -0.37
C -1.4416 1.9858 -0.7589 -0.53 -0.21 -1.24
P 0.2271 0.9751 1.3368 -0.95 -1.19 2.31
Se -0.8735 0.8362 -2.2467 0.89 -1.20 0.84
H 1.4087 -3.3328 1.2236 -1.04 1.26 -0.94
H 2.8561 -1.9029 -0.1170 2.44 -0.39 0.19
H -0.9751 -2.9894 1.0000 -1.54 -1.21 0.97
H 1.9461 -0.0431 -1.6457 0.00 -0.72 0.54
H -1.9236 -1.2367 -0.6578 -1.15 -0.54 0.41
H -0.6738 3.0148 0.9574 0.18 0.95 -0.35
H 0.7064 2.6750 -0.2346 -1.64 -0.10 0.11
H -2.3780 1.4978 -0.3271 1.49 0.78 -0.05
H -1.8113 2.7758 -1.4893 0.47 -0.08 1.70
H -0.6869 1.2562 2.5011 0.30 -0.36 -1.33
H 1.1145 1.6724 2.1459 0.79 0.66 -0.13
```
Positions in Å, forces in eV/Å.

Maximum force ... 0.1004 Eh/bohr
Energy ... -83107.217 eV
SMILES ... PCC[Se]c1ccccc1
Lowest unoccupied orbital energy ... 0.026 Eh
Frontier orbital gap ... 0.3286 hartree

---

Entry from OMol25: the molecule C8H12 in a non-equilibrium geometry (wB97M-V/def2-TZVPD).

XYZ file:
```
20
Properties=species:S:1:pos:R:3:forces:R:3
C -0.9981 -0.9317 -2.3546 -0.10 0.40 0.53
C -0.2822 -0.9287 -1.0209 0.39 -1.94 -0.21
C 0.2446 -2.1075 -0.6121 0.34 1.07 -0.79
C -0.0678 0.0802 1.1236 0.06 0.58 -0.01
C -0.0790 0.2892 -0.2275 -1.89 -0.99 1.40
C -0.2391 1.6659 -0.7895 1.25 1.01 0.20
C 1.2258 0.6193 3.1045 0.44 0.02 -0.08
C 0.4499 1.0459 2.1128 -1.52 -0.28 -0.64
H -1.5585 0.0032 -2.4003 0.10 -0.04 -0.76
H -1.7161 -1.7523 -2.4584 0.18 0.10 0.27
H -0.2481 -1.0732 -3.1340 -0.26 0.49 -0.27
H 0.8992 -2.1538 0.2336 0.16 -0.07 0.38
H 0.2774 -2.9572 -1.2841 -0.49 -0.15 0.18
H -0.3695 -0.8549 1.5796 0.41 -0.45 -0.50
H 0.3985 1.9538 -1.6235 0.32 -0.49 -0.22
H -1.2282 1.9873 -1.1275 -0.21 -0.53 0.43
H 0.0964 2.3198 0.0201 -0.38 0.34 -0.31
H 1.1923 -0.4409 3.3508 0.62 0.00 -0.40
H 2.0145 1.2207 3.5511 -0.80 0.20 0.66
H -0.0120 2.0148 1.9565 1.37 0.73 0.13
```
Positions in Å, forces in eV/Å.

Energy above the lowest of the compared OMol25 structures with the same formula, charge and spin ... 42.72 kcal/mol
Maximum force ... 0.0495 Eh/bohr
Energy ... -8487.730 eV
SMILES ... C=C/C=C(\C)C(=C)C
Lowest unoccupied orbital energy ... 0.027 Eh
Frontier orbital gap ... 0.3189 hartree

---

What is the formula in the fifth record? C8H11PSe

---

Which value of energy does entry 6 give? -8487.730 eV

---

What is the formula in the fifth record? C8H11PSe

---

What is the energy in the first record? -22842.354 eV